1.
Molecular formula: C14H16O
Method: DFT, ωB97M-V/def2-TZVPD

Cartesian coordinates (Å):
C  0.95  -0.94  -4.70
C  1.24  -0.96  -3.25
C  1.27  0.26  -2.65
C  1.57  0.42  -1.32
C  1.71  -0.76  -0.50
O  2.05  -0.53  0.86
C  1.78  -2.03  -1.09
C  1.63  -2.14  -2.50
H  1.80  -0.68  -5.41
H  0.15  -0.17  -4.79
H  0.38  -1.86  -4.93
H  1.08  1.16  -3.13
H  1.54  1.26  -0.70
H  1.35  0.08  1.23
H  1.89  -2.96  -0.57
H  1.45  -3.12  -2.94
C  -0.25  2.12  3.75
C  -1.04  1.33  2.81
C  -0.79  -0.09  2.75
C  -1.51  -0.80  1.75
C  -2.67  -0.30  1.11
C  -2.97  1.03  1.36
C  -2.07  1.89  2.07
H  0.40  1.40  4.31
H  -0.88  2.53  4.50
H  0.55  2.84  3.44
H  0.09  -0.59  3.10
H  -1.15  -1.79  1.85
H  -3.23  -0.92  0.42
H  -3.84  1.51  0.91
H  -2.50  2.82  2.25

Computed properties:
Relative energy (zero: lowest compared OMol25 entry of this formula, charge and spin)   2.135 eV
Spin multiplicity   1
SMILES   Cc1ccc(O)cc1.Cc1ccccc1
Total energy   -16823.1002 eV
HOMO level   -8.409 eV
Frontier orbital gap   9.23 eV

natural (NBO) charges in e: number 1, C, carries -0.6327; number 2, C, carries -0.0399; number 3, C, carries -0.2026; number 4, C, carries -0.2411; number 5, C, carries 0.2859; number 6, O, carries -0.7069; number 7, C, carries -0.2631; number 8, C, carries -0.1903; number 9, H, carries 0.2272; number 10, H, carries 0.2142; number 11, H, carries 0.2155; number 12, H, carries 0.2039; number 13, H, carries 0.2089; number 14, H, carries 0.4854; number 15, H, carries 0.2233; number 16, H, carries 0.2117; number 17, C, carries -0.6492; number 18, C, carries -0.0025; number 19, C, carries -0.2478; number 20, C, carries -0.1902; number 21, C, carries -0.2398; number 22, C, carries -0.1710; number 23, C, carries -0.2376; number 24, H, carries 0.2114; number 25, H, carries 0.2226; number 26, H, carries 0.2304; number 27, H, carries 0.2183; number 28, H, carries 0.2137; number 29, H, carries 0.2225; number 30, H, carries 0.2082; number 31, H, carries 0.2114

2.
Molecular formula: C19H28Cl2N4O2S
Method: DFT, ωB97M-V/def2-TZVPD

Cartesian coordinates (Å):
C  -2.93  -0.45  3.86
C  -4.11  -0.84  3.04
O  -3.97  -1.45  1.56
C  -3.87  -0.40  0.84
O  -3.98  0.75  1.19
N  -3.59  -0.79  -0.56
C  -3.29  -2.17  -0.77
C  -1.77  -2.15  -0.65
C  -1.01  -1.23  -1.56
N  -0.01  -0.58  -1.02
C  -0.37  0.53  0.05
C  -0.32  1.76  -0.38
N  1.04  2.22  -0.67
C  1.35  2.54  -2.07
C  1.35  3.64  0.08
C  1.22  -1.06  -0.80
S  1.73  -2.46  -1.65
N  2.23  -0.39  -0.26
C  3.48  -0.52  0.08
C  4.06  -1.62  0.24
C  5.27  -1.77  0.69
Cl  6.05  -3.27  0.52
C  6.16  -0.77  0.65
C  5.62  0.54  0.69
Cl  6.64  1.71  0.83
C  4.43  0.77  0.15
C  -1.88  -0.50  -2.35
C  -3.19  0.19  -1.62
H  -2.22  -1.36  3.86
H  -2.41  0.34  3.41
H  -3.17  -0.09  5.01
H  -4.78  0.12  2.97
H  -4.71  -1.70  3.50
H  -3.65  -2.86  0.09
H  -3.46  -2.43  -1.75
H  -1.54  -3.26  -1.07
H  -1.34  -2.38  0.24
H  -0.45  -1.82  -2.42
H  -1.45  0.19  0.26
H  0.27  0.33  1.01
H  -1.00  1.91  -1.19
H  -0.79  2.56  0.39
H  2.40  2.54  -2.46
H  1.05  1.41  -2.29
H  0.71  3.18  -2.57
H  1.46  3.32  1.22
H  2.37  3.80  -0.02
H  0.77  4.33  -0.30
H  1.84  0.74  -0.16
H  3.40  -2.56  0.21
H  7.33  -0.86  1.00
H  3.95  1.81  0.07
H  -2.35  -1.15  -3.11
H  -1.38  0.26  -2.76
H  -3.14  1.13  -1.01
H  -4.06  0.27  -2.22

Computed properties:
Relative energy (zero: lowest compared OMol25 entry of this formula, charge and spin)   12.970 eV
Spin multiplicity   1
SMILES   CCOC(=O)N1CCC(N(CCN(C)C)C(=S)Nc2cc(Cl)cc(Cl)c2)CC1
Total energy   -66081.4490 eV
HOMO level   -7.572 eV
Frontier orbital gap   7.95 eV

natural (NBO) charges in e: number 1, C, carries -0.6537; number 2, C, carries -0.0955; number 3, O, carries -0.5178; number 4, C, carries 0.9002; number 5, O, carries -0.6738; number 6, N, carries -0.4922; number 7, C, carries -0.2355; number 8, C, carries -0.4305; number 9, C, carries -0.1154; number 10, N, carries -0.4316; number 11, C, carries -0.2576; number 12, C, carries -0.2948; number 13, N, carries -0.4748; number 14, C, carries -0.4464; number 15, C, carries -0.4033; number 16, C, carries 0.3651; number 17, S, carries -0.3245; number 18, N, carries -0.6531; number 19, C, carries 0.2314; number 20, C, carries -0.3108; number 21, C, carries -0.0213; number 22, Cl, carries 0.0104; number 23, C, carries -0.2226; number 24, C, carries -0.1769; number 25, Cl, carries 0.1103; number 26, C, carries -0.2299; number 27, C, carries -0.3883; number 28, C, carries -0.2365; number 29, H, carries 0.2140; number 30, H, carries 0.2207; number 31, H, carries 0.2477; number 32, H, carries 0.2376; number 33, H, carries 0.1981; number 34, H, carries 0.2541; number 35, H, carries 0.1934; number 36, H, carries 0.2124; number 37, H, carries 0.2271; number 38, H, carries 0.2852; number 39, H, carries 0.2577; number 40, H, carries 0.2251; number 41, H, carries 0.2131; number 42, H, carries 0.2310; number 43, H, carries 0.2345; number 44, H, carries 0.2146; number 45, H, carries 0.1887; number 46, H, carries 0.2088; number 47, H, carries 0.2037; number 48, H, carries 0.1875; number 49, H, carries 0.4529; number 50, H, carries 0.2603; number 51, H, carries 0.2342; number 52, H, carries 0.2124; number 53, H, carries 0.2171; number 54, H, carries 0.2154; number 55, H, carries 0.2224; number 56, H, carries 0.1997

3.
Molecular formula: C33H32KN8O3
Method: DFT, ωB97M-V/def2-TZVPD

Cartesian coordinates (Å):
K  -0.25  0.84  -0.28
C  1.83  3.18  3.74
O  0.43  3.51  3.53
C  0.13  3.09  2.29
N  1.04  2.57  1.57
C  2.27  2.60  2.37
C  2.97  1.26  2.49
C  2.44  0.10  1.95
C  3.10  -1.11  2.09
C  4.30  -1.18  2.78
C  4.84  -0.02  3.32
C  4.18  1.19  3.18
C  -1.29  3.33  1.90
C  -2.12  4.12  2.69
C  -3.43  4.31  2.26
C  -3.86  3.70  1.10
C  -2.95  2.93  0.39
N  -1.69  2.76  0.78
C  -3.33  2.23  -0.87
N  -2.53  1.62  -1.64
C  -3.34  1.08  -2.75
C  -4.79  1.42  -2.34
O  -4.64  2.25  -1.16
C  -3.02  -0.38  -2.95
C  -2.94  -1.24  -1.85
C  -2.61  -2.57  -2.03
C  -2.35  -3.06  -3.30
C  -2.43  -2.22  -4.40
C  -2.76  -0.88  -4.22
H  1.89  2.46  4.55
H  2.34  4.10  4.01
H  2.96  3.29  1.88
H  1.51  0.15  1.42
H  2.68  -2.01  1.65
H  4.82  -2.12  2.89
H  5.78  -0.05  3.86
H  4.61  2.09  3.60
H  -1.75  4.58  3.60
H  -4.10  4.93  2.84
H  -4.87  3.82  0.75
H  -3.06  1.62  -3.66
H  -5.37  0.54  -2.06
H  -5.32  2.00  -3.09
H  -3.13  -0.86  -0.85
H  -2.55  -3.22  -1.17
H  -2.10  -4.11  -3.44
H  -2.24  -2.60  -5.39
H  -2.82  -0.22  -5.07
N  4.43  -1.24  -4.94
C  3.47  -0.79  -4.09
C  3.78  -0.19  -2.87
C  2.76  0.29  -2.07
N  1.47  0.22  -2.38
C  1.17  -0.36  -3.54
C  2.11  -0.87  -4.42
H  5.39  -1.27  -4.64
H  4.18  -1.76  -5.76
H  4.81  -0.09  -2.54
H  3.01  0.74  -1.11
H  0.12  -0.42  -3.80
H  1.78  -1.33  -5.35
C  -1.11  -1.91  4.17
N  -0.71  -2.35  2.84
C  -0.25  -3.60  2.61
C  0.20  -3.97  1.39
C  0.18  -2.96  0.37
N  -0.29  -1.75  0.58
C  -0.74  -1.39  1.82
O  -1.14  -0.26  2.06
N  0.66  -3.24  -0.85
H  -1.17  -2.79  4.82
H  -2.08  -1.42  4.12
H  -0.37  -1.21  4.57
H  -0.28  -4.27  3.45
H  0.55  -4.97  1.21
H  1.01  -4.15  -1.08
H  0.63  -2.53  -1.57

Computed properties:
Relative energy (zero: lowest compared OMol25 entry of this formula, charge and spin)   0.319 eV
Spin multiplicity   1
Net charge   +1
Total energy   -69127.8974 eV
HOMO level   -10.935 eV
Frontier orbital gap   8.98 eV

Mulliken charges in e: number 1, K, carries 1.3147; number 2, C, carries -0.6208; number 3, O, carries -0.4214; number 4, C, carries 0.0026; number 5, N, carries -0.3437; number 6, C, carries -0.1136; number 7, C, carries -0.2996; number 8, C, carries 0.5084; number 9, C, carries -0.4415; number 10, C, carries -0.7028; number 11, C, carries -0.6334; number 12, C, carries -0.4582; number 13, C, carries 0.6005; number 14, C, carries -0.7469; number 15, C, carries -0.4980; number 16, C, carries -0.7490; number 17, C, carries 0.3600; number 18, N, carries 0.0553; number 19, C, carries 0.1324; number 20, N, carries -0.2544; number 21, C, carries -0.2724; number 22, C, carries -0.6480; number 23, O, carries -0.4484; number 24, C, carries 0.2839; number 25, C, carries -0.0070; number 26, C, carries -0.5945; number 27, C, carries -0.5817; number 28, C, carries -0.6800; number 29, C, carries -0.4289; number 30, H, carries 0.3734; number 31, H, carries 0.3001; number 32, H, carries 0.5035; number 33, H, carries 0.1712; number 34, H, carries 0.3510; number 35, H, carries 0.4341; number 36, H, carries 0.4048; number 37, H, carries 0.4376; number 38, H, carries 0.5265; number 39, H, carries 0.4484; number 40, H, carries 0.5105; number 41, H, carries 0.6288; number 42, H, carries 0.3715; number 43, H, carries 0.2974; number 44, H, carries 0.3445; number 45, H, carries 0.4129; number 46, H, carries 0.4282; number 47, H, carries 0.4308; number 48, H, carries 0.3825; number 49, N, carries -0.4745; number 50, C, carries 1.0706; number 51, C, carries -0.7400; number 52, C, carries -0.4613; number 53, N, carries -0.0859; number 54, C, carries -0.4280; number 55, C, carries -0.6973; number 56, H, carries 0.1947; number 57, H, carries 0.1974; number 58, H, carries 0.3443; number 59, H, carries 0.3568; number 60, H, carries 0.2660; number 61, H, carries 0.3556; number 62, C, carries -0.9549; number 63, N, carries 0.1690; number 64, C, carries -0.0880; number 65, C, carries -1.2767; number 66, C, carries 0.8576; number 67, N, carries 0.4423; number 68, C, carries -0.2648; number 69, O, carries -0.6093; number 70, N, carries -0.2573; number 71, H, carries 0.3618; number 72, H, carries 0.2928; number 73, H, carries 0.2878; number 74, H, carries 0.3559; number 75, H, carries 0.4678; number 76, H, carries 0.2175; number 77, H, carries 0.0286

4.
Molecular formula: C18H25N3O3
Method: DFT, ωB97M-V/def2-TZVPD

Cartesian coordinates (Å):
C  2.79  2.02  0.94
C  1.51  1.34  0.50
C  0.37  2.36  0.29
O  0.67  3.29  -0.73
C  0.57  2.78  -2.00
C  1.36  3.33  -3.01
C  1.27  2.83  -4.29
C  0.42  1.77  -4.57
C  -0.38  1.23  -3.58
C  -0.33  1.75  -2.29
N  -1.17  1.30  -1.26
C  -2.35  0.51  -1.58
C  -2.00  -0.98  -1.72
O  -2.20  -1.61  -2.75
N  -1.46  -1.49  -0.61
C  -1.06  -2.87  -0.45
C  -1.25  -3.24  1.02
N  -0.61  -2.24  1.85
C  -1.16  -2.05  3.18
C  -0.15  -1.09  3.79
C  1.19  -1.66  3.30
C  0.83  -2.38  1.99
C  -0.91  1.57  0.04
O  -1.60  1.17  0.95
H  2.66  2.50  1.91
H  3.60  1.30  1.02
H  3.08  2.78  0.22
H  1.67  0.81  -0.45
H  1.18  0.62  1.25
H  0.24  2.96  1.20
H  2.02  4.14  -2.76
H  1.88  3.25  -5.08
H  0.37  1.36  -5.57
H  -1.03  0.40  -3.81
H  -2.80  0.87  -2.50
H  -3.05  0.63  -0.75
H  -1.38  -0.94  0.24
H  -0.01  -2.99  -0.73
H  -1.67  -3.50  -1.11
H  -2.32  -3.23  1.25
H  -0.87  -4.26  1.21
H  -2.16  -1.62  3.11
H  -1.21  -2.98  3.75
H  -0.22  -1.04  4.88
H  -0.31  -0.09  3.38
H  1.94  -0.88  3.16
H  1.58  -2.37  4.03
H  1.32  -1.92  1.13
H  1.13  -3.44  2.03

Computed properties:
Relative energy (zero: lowest compared OMol25 entry of this formula, charge and spin)   1.231 eV
Spin multiplicity   1
SMILES   CC[C@H]1Oc2ccccc2N(CC(=O)NCCN2CCCC2)C1=O
Total energy   -29685.7474 eV
HOMO level   -8.375 eV
Frontier orbital gap   9.18 eV

natural (NBO) charges in e: number 1, C, carries -0.6076; number 2, C, carries -0.4218; number 3, C, carries 0.0129; number 4, O, carries -0.4804; number 5, C, carries 0.2703; number 6, C, carries -0.2367; number 7, C, carries -0.2109; number 8, C, carries -0.2329; number 9, C, carries -0.1862; number 10, C, carries 0.0665; number 11, N, carries -0.4190; number 12, C, carries -0.3176; number 13, C, carries 0.6675; number 14, O, carries -0.6323; number 15, N, carries -0.6353; number 16, C, carries -0.2232; number 17, C, carries -0.2138; number 18, N, carries -0.4630; number 19, C, carries -0.2102; number 20, C, carries -0.4067; number 21, C, carries -0.4145; number 22, C, carries -0.2235; number 23, C, carries 0.6804; number 24, O, carries -0.6314; number 25, H, carries 0.2043; number 26, H, carries 0.2136; number 27, H, carries 0.2161; number 28, H, carries 0.2115; number 29, H, carries 0.2203; number 30, H, carries 0.2194; number 31, H, carries 0.2253; number 32, H, carries 0.2166; number 33, H, carries 0.2180; number 34, H, carries 0.2342; number 35, H, carries 0.2316; number 36, H, carries 0.2543; number 37, H, carries 0.4384; number 38, H, carries 0.1871; number 39, H, carries 0.2261; number 40, H, carries 0.2035; number 41, H, carries 0.1764; number 42, H, carries 0.2075; number 43, H, carries 0.1574; number 44, H, carries 0.2122; number 45, H, carries 0.2158; number 46, H, carries 0.2103; number 47, H, carries 0.2065; number 48, H, carries 0.1926; number 49, H, carries 0.1704